Entry 1:
Density functional theory data (the ωB97M-V functional and the def2-TZVPD basis) for a cluster of 7 separate species, C40H66F5NO14S6 in total.

## Properties
E_HOMO in eV: -9.4019
LUMO energy in eV: 0.3
SMILES string: CCCCO[C@@H]1NC(=O)C[C@H]1C(F)(F)c1cccc(C(F)(F)F)c1.O=S1(=O)CCCC1.O=S1(=O)CCCC1.O=S1(=O)CCCC1.O=S1(=O)CCCC1.O=S1(=O)CCCC1.O=S1(=O)CCCC1
Relative energy (zero: lowest compared OMol25 entry of this formula, charge and spin) in eV: 0.000

Element x y z (Å)
C 7.0132 -2.6680 2.5873
C 7.8319 -1.3570 2.3917
C 7.5136 -0.6215 1.0776
C 5.9975 -0.4045 0.8455
O 5.6820 0.8974 0.3569
C 4.9475 1.6911 1.2428
N 5.7708 2.1312 2.3781
C 4.8353 2.6580 3.3423
O 4.9900 3.5522 4.1358
C 3.5250 1.8758 3.1461
C 3.5338 1.2272 1.7234
C 2.3078 1.6149 0.8985
F 2.3845 1.1493 -0.3810
F 2.1853 2.9736 0.8784
C 1.0639 1.0031 1.5424
C 0.3684 1.7021 2.4961
C -0.7334 1.1904 3.1387
C -1.1546 -0.0749 2.7970
C -0.4580 -0.7721 1.8406
C -0.9646 -2.1683 1.5052
F -2.3095 -2.1862 1.5039
F -0.5894 -3.0697 2.4384
F -0.5079 -2.5714 0.3137
C 0.6397 -0.2653 1.2007
H 6.2843 -2.4925 3.3668
H 6.4435 -2.9192 1.6869
H 7.6221 -3.5254 2.8844
H 8.8933 -1.6073 2.4894
H 7.5907 -0.6765 3.2201
H 7.9757 -1.1753 0.2508
H 8.0282 0.3474 1.1038
H 5.4673 -0.6893 1.7642
H 5.6892 -1.1099 0.0642
H 4.7472 2.6009 0.6583
H 6.1742 1.3443 2.8972
H 2.7640 2.6397 3.3418
H 3.3118 1.0661 3.8452
H 3.4422 0.1577 1.9389
H 0.7326 2.6974 2.7232
H -1.2152 1.7941 3.8975
H -2.0196 -0.4888 3.3039
H 1.1678 -0.8381 0.4457
C -4.2829 3.1349 -1.0415
C -4.5279 1.6326 -0.8581
C -3.5322 1.1318 0.1920
S -3.1753 2.5334 1.2518
O -1.7921 2.8988 1.0803
O -3.7497 2.3071 2.5570
C -4.1797 3.7182 0.3655
H -5.0811 3.6072 -1.6129
H -3.3436 3.2930 -1.5782
H -5.5498 1.4722 -0.5084
H -4.4099 1.0863 -1.7885
H -3.9446 0.3249 0.7934
H -2.5948 0.8132 -0.2640
H -3.7056 4.6969 0.3955
H -5.1545 3.7581 0.8515
C 3.0724 0.0274 7.8580
C 4.0395 -0.9639 8.5178
C 5.0036 -1.4483 7.4303
S 5.1193 -0.1318 6.2273
O 4.5448 -0.5830 4.9805
O 6.4291 0.4664 6.2887
C 3.9403 0.9599 7.0187
H 2.4914 0.5789 8.5966
H 2.3745 -0.5122 7.2131
H 4.5987 -0.4575 9.3082
H 3.5112 -1.7994 8.9757
H 5.9951 -1.6515 7.8293
H 4.6201 -2.3283 6.9168
H 3.3819 1.5085 6.2628
H 4.5002 1.6523 7.6468
C -4.5379 -2.1531 -5.9925
C -3.9193 -3.0888 -4.9473
C -3.5351 -2.2314 -3.7361
S -4.6682 -0.8368 -3.7338
O -3.9080 0.3728 -3.9681
O -5.5707 -0.9535 -2.6161
C -5.5293 -1.2751 -5.2337
H -5.0285 -2.7065 -6.7917
H -3.7565 -1.5338 -6.4403
H -4.6556 -3.8385 -4.6491
H -3.0538 -3.6198 -5.3416
H -3.6405 -2.7768 -2.8010
H -2.5223 -1.8404 -3.8254
H -5.8101 -0.3767 -5.7735
H -6.4200 -1.8355 -4.9527
C -9.3043 3.3971 -7.9798
C -7.7826 3.5615 -7.8764
C -7.3264 2.8238 -6.6119
S -8.5177 1.5057 -6.3436
O -9.2271 1.7664 -5.1190
O -7.8884 0.2313 -6.5976
C -9.5819 1.9200 -7.7199
H -9.6795 3.7077 -8.9540
H -9.7945 4.0082 -7.2185
H -7.3082 3.1165 -8.7537
H -7.4911 4.6104 -7.8446
H -6.3354 2.3907 -6.7284
H -7.3462 3.4729 -5.7382
H -10.6168 1.7130 -7.4572
H -9.2798 1.3063 -8.5686
C -0.5949 2.0653 -3.7062
C 0.6377 2.9314 -3.9944
C 1.2219 2.4641 -5.3335
S -0.1568 1.7984 -6.2756
O 0.0528 0.3829 -6.4613
O -0.4469 2.6722 -7.3854
C -1.3917 2.0276 -5.0067
H -1.1889 2.4670 -2.8857
H -0.2799 1.0553 -3.4320
H 0.3369 3.9788 -4.0691
H 1.3769 2.8600 -3.1972
H 1.6709 3.2827 -5.8907
H 1.9495 1.6659 -5.1972
H -2.1133 1.2163 -5.0441
H -1.8868 2.9809 -5.1929
C 2.0859 -5.7542 2.9825
C 2.5846 -6.6610 4.1161
C 3.8628 -6.0299 4.6807
S 3.7186 -4.2631 4.3912
O 4.7269 -3.8338 3.4584
O 3.5296 -3.5922 5.6578
C 2.1522 -4.3345 3.5318
H 1.0750 -6.0143 2.6714
H 2.7417 -5.8508 2.1139
H 1.8243 -6.7160 4.8983
H 2.7700 -7.6767 3.7689
H 3.9695 -6.2081 5.7480
H 4.7490 -6.3827 4.1552
H 2.1250 -3.5676 2.7612
H 1.3630 -4.1605 4.2628

***

Entry 2:
Density functional theory data (the ωB97M-V functional and the def2-TZVPD basis) for a structure of composition C40H66N4O3Re.

## Properties
E_HOMO (alpha / beta) in eV: -13.1881 / -13.3133
Spin multiplicity: 4
LUMO energy (alpha / beta) in eV: -5.9 / -6.3
Net charge: +2
Relative energy (zero: lowest compared OMol25 entry of this formula, charge and spin) in eV: 0.000
<S²>: 3.77

Element x y z (Å)
Re 0.1606 -1.4718 0.3856
C 0.1586 -4.6256 0.3812
N 1.0625 -3.5053 0.7583
C 1.4324 -3.6796 2.1890
C 2.3196 -3.5826 -0.0706
C 2.7251 -2.2185 -0.5999
N 1.5625 -1.4988 -1.1926
C 1.0838 -2.1975 -2.4364
C -0.2118 -1.6396 -2.9303
C -0.3443 -1.1359 -4.2165
C -1.5723 -0.6693 -4.6629
C -2.6454 -0.7174 -3.7704
C -2.5641 -1.1969 -2.4662
C -1.3082 -1.6695 -2.0789
O -1.0887 -2.2218 -0.8234
C -3.7664 -1.1910 -1.5211
C -3.4940 -0.2208 -0.3610
C -4.0452 -2.6058 -0.9896
C -5.0374 -0.7088 -2.2256
C -1.7874 -0.1181 -6.0707
C -0.4978 -0.1252 -6.8915
C -2.2952 1.3277 -5.9757
C -2.8297 -0.9833 -6.7926
C 1.9679 -0.0970 -1.5489
C 2.1195 0.8279 -0.3702
C 3.3051 1.4991 -0.1192
C 3.3527 2.5505 0.7951
C 2.1469 2.9684 1.3518
C 0.9154 2.3487 1.1167
C 0.9525 1.2069 0.3189
O -0.1494 0.4085 0.1557
C -0.4109 2.9618 1.5793
C -1.2334 3.2866 0.3203
C -1.2227 2.0206 2.4795
C -0.1890 4.2608 2.3557
C 4.6815 3.2457 1.0847
C 5.6967 2.2013 1.5714
C 5.1999 3.9011 -0.2035
C 4.5478 4.3251 2.1592
H 0.6896 -5.5749 0.4730
H -0.1939 -4.4894 -0.6368
H -0.7006 -4.6317 1.0502
H 1.9139 -4.6492 2.3256
H 0.5408 -3.6292 2.8057
H 2.1233 -2.8921 2.4914
H 2.1622 -4.2930 -0.8786
H 3.1326 -3.9766 0.5396
H 3.5124 -2.3187 -1.3520
H 3.1198 -1.5869 0.2018
H 0.9790 -3.2553 -2.1993
H 1.8633 -2.0944 -3.1949
H 0.5204 -1.1253 -4.8672
H -3.5999 -0.3517 -4.1184
H -2.6047 -0.4922 0.2092
H -4.3479 -0.2084 0.3202
H -3.3460 0.7940 -0.7342
H -3.2215 -2.9967 -0.3939
H -4.2267 -3.2969 -1.8140
H -4.9415 -2.5918 -0.3665
H -4.9408 0.3138 -2.5934
H -5.8642 -0.7231 -1.5148
H -5.3086 -1.3573 -3.0598
H 0.2782 0.4943 -6.4360
H -0.6983 0.2815 -7.8825
H -0.1074 -1.1360 -7.0273
H -1.5763 1.9615 -5.4525
H -3.2499 1.3916 -5.4521
H -2.4413 1.7352 -6.9767
H -2.4920 -2.0180 -6.8720
H -2.9938 -0.6015 -7.8011
H -3.7908 -0.9780 -6.2769
H 1.1845 0.2804 -2.2082
H 2.8984 -0.1566 -2.1174
H 4.1947 1.2191 -0.6725
H 2.1597 3.8359 1.9929
H -1.4504 2.3872 -0.2560
H -0.6961 3.9888 -0.3187
H -2.1813 3.7473 0.6041
H -1.4997 1.1008 1.9622
H -2.1435 2.5209 2.7844
H -0.6586 1.7822 3.3833
H 0.3361 5.0079 1.7598
H 0.3701 4.0986 3.2804
H -1.1579 4.6825 2.6245
H 5.8876 1.4359 0.8173
H 5.3452 1.7081 2.4808
H 6.6488 2.6833 1.7967
H 5.3614 3.1681 -0.9955
H 6.1530 4.3957 -0.0126
H 4.4961 4.6492 -0.5711
H 4.1648 3.9190 3.0983
H 3.8972 5.1416 1.8405
H 5.5286 4.7548 2.3619
C -2.9201 -1.6747 3.1146
N -1.8665 -1.0712 3.9246
C -2.2641 -0.6099 5.2602
C -1.0768 -0.6500 6.1961
C 0.0670 0.1211 5.5797
N 0.3299 -0.3571 4.2169
C 1.6396 -0.0070 3.6786
C -0.6269 -0.9228 3.4763
O -0.3161 -1.4078 2.3155
H -3.1551 -2.6751 3.4806
H -2.6304 -1.7275 2.0716
H -3.8123 -1.0540 3.1899
H -3.0529 -1.2756 5.6078
H -2.6841 0.3963 5.1811
H -0.7784 -1.6853 6.3730
H -1.3423 -0.2146 7.1578
H 0.9839 -0.0120 6.1530
H -0.1530 1.1925 5.5436
H 2.4071 -0.6882 4.0497
H 1.8856 1.0054 4.0013
H 1.6397 0.0028 2.5924

***

What is the relative energy (zero: lowest compared OMol25 entry of this formula, charge and spin) in the first record? 0.000 eV